Entry 1:
{"formula": "C9H12NO3S", "method": "wB97M-V/def2-TZVPD", "symbols": ["S", "O", "O", "O", "N", "C", "C", "C", "C", "C", "C", "C", "C", "C", "H", "H", "H", "H", "H", "H", "H", "H", "H", "H", "H", "H"], "xyz": [[-3.2435, 0.6324, -0.0676], [-3.7063, -0.1835, 1.2381], [-2.5178, 1.7521, 0.4021], [-2.5986, -1.6083, -1.0975], [-1.9189, -0.7398, -0.5191], [1.3391, -2.3030, 0.0264], [0.7925, 2.6084, -0.3402], [1.2343, 0.6667, -1.7983], [0.1068, 0.2793, 0.4171], [-0.6307, -0.8795, -0.1903], [1.9026, -1.4316, 0.9109], [0.0372, -2.0757, -0.4449], [0.7494, 1.1503, -0.6591], [1.2073, -0.2224, 1.3748], [1.9307, 0.5780, 1.5555], [1.6666, 3.0754, -0.7878], [0.7919, 2.7873, 0.7325], [-0.4908, -2.8540, -0.9802], [-4.3683, -0.8752, 1.1438], [2.8666, -1.6534, 1.3464], [-0.5822, 0.9109, 0.9794], [1.8526, -3.2048, -0.2661], [1.7047, 1.3229, -2.5097], [-0.0944, 3.0971, -0.7503], [1.1896, -0.3718, -2.0760], [0.7795, -0.4576, 2.3600]], "mulliken_charge": [0.72, -0.43, -0.40, -0.56, 0.47, -0.56, -1.45, -1.22, 0.17, -0.28, -0.40, 0.01, 0.78, -1.01, 0.47, 0.47, 0.33, 0.50, 0.39, 0.45, 0.77, 0.48, 0.38, 0.28, 0.25, 0.40], "total_charge": 1, "multiplicity": 1}



Entry 2:
{"formula": "F2H2NOP", "method": "wB97M-V/def2-TZVPD", "symbols": ["P", "F", "F", "O", "N", "H", "H"], "xyz": [[-0.2672, 0.2466, 0.0356], [-1.5978, -0.5155, -0.6103], [-0.8501, 0.1768, 1.5235], [0.8786, -1.3453, -0.3234], [0.0052, 1.6895, -0.3407], [0.9230, -1.8871, 0.5068], [0.9082, 1.6351, -0.7916]], "mulliken_charge": [0.95, -0.26, -0.23, -0.55, -0.51, 0.33, 0.27], "multiplicity": 1, "smiles": "N=P(O)(F)F"}



Entry 3:
{"formula": "C6H10OS", "method": "wB97M-V/def2-TZVPD", "symbols": ["S", "O", "C", "C", "C", "C", "C", "C", "H", "H", "H", "H", "H", "H", "H", "H", "H", "H"], "xyz": [[-1.7820, -0.8457, -0.1068], [-0.7009, 1.4041, 0.3565], [2.8912, 0.3350, -0.2998], [-2.0058, 0.9458, 0.0855], [-0.0607, -0.6586, -0.5317], [1.0509, -1.1432, 0.6088], [0.4409, 0.7090, -0.4017], [1.6952, 0.1154, 0.4720], [1.8786, 0.5912, 1.4755], [0.5530, -1.3735, 1.5883], [1.7427, -2.0299, 0.2901], [0.3227, -1.2962, -1.4724], [-2.6558, 1.1583, 1.0127], [3.1427, -0.7513, -1.0220], [3.7503, 0.2213, 0.3616], [-2.4046, 1.3895, -0.8320], [3.0917, 1.2942, -0.9655], [0.6277, 1.2753, -1.1775]], "mulliken_charge": [-0.20, -0.48, -1.39, -0.21, 0.09, -1.00, -0.61, 0.61, 0.38, 0.29, 0.28, 0.25, 0.27, 0.20, 0.39, 0.26, 0.28, 0.59], "multiplicity": 1, "smiles": "C[C@@H]1C[C@H]2SCO[C@@H]12"}



Entry 4:
{"formula": "C2H5N2", "method": "wB97M-V/def2-TZVPD", "symbols": ["N", "N", "C", "C", "H", "H", "H", "H", "H"], "xyz": [[2.0272, 1.0153, -0.0535], [-0.9932, 1.1863, 0.0934], [2.9382, 0.2597, 0.0978], [-2.0914, 0.6367, 0.0516], [2.8876, -0.8396, 0.0113], [-0.7635, 2.1655, -0.0123], [-2.1552, -0.4416, 0.1934], [3.9812, 0.5232, 0.3308], [-3.0587, 1.1368, -0.1159]], "mulliken_charge": [-0.13, -0.11, -0.11, -0.11, 0.28, 0.31, 0.27, 0.30, 0.28], "total_charge": 1, "multiplicity": 1}



Entry 5:
{"formula": "C12H16ClF4N2O24S4Y", "method": "wB97M-V/def2-TZVPD", "symbols": ["Y", "Cl", "S", "S", "S", "S", "F", "F", "F", "F", "O", "O", "O", "O", "O", "O", "O", "O", "O", "O", "O", "O", "O", "O", "O", "O", "O", "O", "O", "O", "O", "O", "O", "O", "N", "N", "C", "C", "C", "C", "C", "C", "C", "C", "C", "C", "C", "C", "H", "H", "H", "H", "H", "H", "H", "H", "H", "H", "H", "H", "H", "H", "H", "H"], "xyz": [[-5.6552, 7.9700, 28.0494], [-2.9369, 6.5956, 31.9762], [-8.4182, 10.4027, 24.5400], [-9.5456, 6.6295, 30.8649], [-10.2514, 6.0318, 28.7067], [-6.6898, 9.4166, 23.4230], [-9.6524, 5.9021, 27.1762], [-5.1814, 8.8693, 23.6533], [-9.0757, 10.2410, 26.0206], [-8.1774, 7.2150, 31.5922], [-3.7780, 5.7877, 31.0531], [-3.5561, 13.6537, 25.0465], [-1.5908, 6.3197, 31.7335], [-8.0687, 12.5387, 32.2759], [-6.4648, 1.6704, 25.5025], [-7.2244, 11.5316, 30.4146], [-8.4864, 13.4208, 30.3006], [-5.5265, 3.6790, 25.8726], [-10.3580, 7.8106, 31.0861], [-6.3908, 10.5862, 22.6199], [0.7612, 8.1774, 26.8455], [-1.6652, 13.5763, 26.1998], [-3.1320, 11.9438, 26.5886], [-3.4066, 6.3200, 33.2776], [-9.6842, 5.3492, 31.6421], [-7.2260, 8.2358, 22.7702], [-4.4961, 1.9412, 24.7590], [-8.3988, 11.8679, 24.5485], [0.8091, 6.1222, 26.1778], [-9.4433, 9.7304, 23.7796], [-11.2667, 7.0458, 28.5828], [-3.2855, 7.8518, 31.5814], [-10.5789, 4.6136, 28.9760], [-1.1892, 7.0894, 26.7624], [-7.0056, 9.4638, 24.9462], [-8.8343, 6.6617, 29.2142], [-1.5190, 14.5714, 25.1972], [-5.4624, 2.5213, 25.4472], [-4.7291, 0.5424, 24.5935], [-9.2502, 14.2198, 31.1686], [0.0238, 7.1548, 26.4931], [-2.7840, 12.9836, 26.0396], [-8.7926, 13.7162, 32.5542], [-7.8769, 12.4193, 30.9760], [-2.9579, 14.9303, 24.8286], [-6.2219, 0.4392, 24.8627], [2.1397, 7.8744, 26.5652], [2.1698, 6.3717, 26.5662], [-0.9940, 14.1355, 24.3473], [-8.9516, 15.2630, 31.0652], [-4.5890, 0.2842, 23.5438], [2.7604, 8.3195, 27.3428], [-2.8066, 15.2370, 23.7936], [-9.7112, 13.6042, 33.1302], [-3.3706, 15.7293, 25.4446], [-8.0853, 14.3918, 33.0351], [2.5035, 8.2780, 25.6203], [-1.0404, 15.4521, 25.6256], [-10.3183, 14.0500, 31.0323], [2.9590, 6.0483, 25.8876], [2.3730, 6.0142, 27.5757], [-6.3942, -0.3837, 25.5565], [-4.2082, -0.1744, 25.2282], [-6.7843, 0.3774, 23.9310]], "mulliken_charge": [2.42, 1.71, 0.95, 1.01, 0.99, 1.00, -0.32, -0.34, -0.31, -0.31, -0.63, -0.27, -0.56, -0.30, -0.31, -0.59, -0.29, -0.57, -0.51, -0.52, -0.29, -0.29, -0.56, -0.55, -0.49, -0.57, -0.32, -0.53, -0.31, -0.48, -0.49, -0.60, -0.51, -0.58, -0.13, -0.23, -0.42, 0.69, -0.26, -0.28, 0.66, 0.63, -0.30, 0.65, -0.29, -0.29, -0.37, -0.24, 0.30, 0.25, 0.27, 0.29, 0.30, 0.28, 0.29, 0.28, 0.27, 0.32, 0.29, 0.30, 0.27, 0.27, 0.27, 0.26], "multiplicity": 1}



Entry 6:
{"formula": "C2H3ClN4O2", "method": "wB97M-V/def2-TZVPD", "symbols": ["Cl", "O", "O", "N", "N", "N", "N", "C", "C", "H", "H", "H"], "xyz": [[1.1996, -1.5330, -3.1940], [0.0215, -0.6891, -0.4382], [2.0310, 0.9324, -1.2593], [-1.1456, -0.4299, 1.4648], [-0.4139, 2.6572, 0.1309], [-0.7406, 1.7759, 0.7405], [-1.2890, 0.9881, 1.4489], [-0.5847, -1.1217, 0.5091], [2.2420, 1.0943, -0.1476], [-1.7065, -0.7334, 2.1439], [1.1140, -0.7007, -2.1676], [-0.7279, -2.2401, 0.7686]], "mulliken_charge": [-0.30, -0.49, -0.12, 0.17, -0.55, 1.06, -0.72, 0.09, 0.08, 0.16, 0.35, 0.27], "multiplicity": 1}



In the order shown, the computed E values come out to -27984.017; -18294.499; -19263.031; -5122.655; -132574.726; -24696.696 eV.